No. 1
Here is a 3-piece molecular cluster, C34H64N3O9S2 overall from OMol25. Energies are from the ωB97M-V functional and the def2-TZVPD basis.

- highest occupied orbital energy (eV) = -9.79
- F_max (Eh/bohr) = 0.01747
- net charge = +1
- orbital gap (Eh) = 0.19353
- M (g/mol) = 723.032
- calculated total energy (eV) = -80853.32523
- spin multiplicity = 1

Cartesian coordinates (Å):
C (2.512, -3.524, 0.476)
C (3.762, -3.381, -0.416)
C (4.017, -1.929, -0.808)
C (5.431, -1.747, -1.336)
N (5.652, -0.511, -2.124)
C (5.016, 0.687, -1.563)
C (3.617, 0.948, -2.157)
C (2.496, 1.116, -1.114)
C (1.504, 2.234, -1.418)
O (0.225, 1.625, -1.779)
C (-0.770, 2.462, -2.021)
O (-0.718, 3.661, -2.048)
C (-2.065, 1.730, -2.274)
C (-3.229, 2.481, -2.397)
C (-4.406, 1.809, -2.597)
N (-4.466, 0.467, -2.670)
C (-5.816, -0.141, -2.793)
C (-6.209, -1.019, -1.596)
O (-6.636, -2.262, -2.124)
C (-3.342, -0.287, -2.604)
C (-3.407, -1.769, -2.816)
C (-3.870, -2.134, -4.226)
N (-4.074, -3.295, -4.655)
C (-2.134, 0.348, -2.391)
C (7.041, -0.371, -2.335)
S (8.048, 0.567, -1.475)
S (7.637, -1.445, -3.621)
C (8.660, -0.278, -4.559)
C (8.991, -0.918, -5.908)
C (10.003, -2.058, -5.788)
H (1.988, -4.448, 0.243)
H (2.828, -3.533, 1.517)
H (1.852, -2.669, 0.322)
H (4.628, -3.713, 0.161)
H (3.694, -4.015, -1.300)
H (3.886, -1.312, 0.085)
H (3.279, -1.604, -1.544)
H (6.150, -1.816, -0.511)
H (5.646, -2.592, -1.998)
H (4.956, 0.655, -0.471)
H (5.645, 1.543, -1.786)
H (3.659, 1.835, -2.790)
H (3.363, 0.120, -2.818)
H (2.922, 1.292, -0.126)
H (1.925, 0.190, -1.035)
H (1.338, 2.895, -0.571)
H (1.825, 2.823, -2.274)
H (-3.197, 3.558, -2.325)
H (-5.339, 2.345, -2.678)
H (-5.877, -0.703, -3.721)
H (-6.516, 0.688, -2.835)
H (-5.372, -1.146, -0.905)
H (-7.020, -0.526, -1.056)
H (-6.652, -2.927, -1.429)
H (-4.035, -2.267, -2.081)
H (-2.389, -2.146, -2.724)
H (-4.019, -1.306, -4.922)
H (-3.920, -4.006, -3.937)
H (-1.229, -0.236, -2.317)
H (9.576, -0.050, -4.015)
H (8.092, 0.641, -4.689)
H (8.060, -1.328, -6.307)
H (9.342, -0.152, -6.597)
H (9.804, -2.669, -4.907)
H (9.967, -2.706, -6.660)
H (11.012, -1.660, -5.679)
C (-9.834, 4.319, 2.200)
O (-8.841, 3.347, 2.456)
C (-9.241, 2.022, 2.170)
C (-8.091, 1.210, 1.625)
O (-7.703, 1.547, 0.296)
C (-7.032, 2.774, 0.077)
C (-5.598, 2.798, 0.554)
O (-5.491, 2.882, 1.954)
C (-4.429, 2.136, 2.506)
H (-10.619, 4.301, 2.962)
H (-9.349, 5.293, 2.220)
H (-10.290, 4.173, 1.215)
H (-10.067, 2.011, 1.450)
H (-9.585, 1.540, 3.095)
H (-8.432, 0.175, 1.558)
H (-7.239, 1.237, 2.307)
H (-7.591, 3.626, 0.466)
H (-7.005, 2.875, -1.014)
H (-5.102, 3.678, 0.116)
H (-5.098, 1.892, 0.178)
H (-4.411, 1.114, 2.108)
H (-4.589, 2.087, 3.581)
H (-3.461, 2.613, 2.316)
C (-0.186, -0.910, 5.457)
O (1.121, -1.186, 5.895)
C (1.570, -2.495, 5.592)
C (3.041, -2.521, 5.246)
O (3.369, -1.971, 3.980)
C (3.279, -0.570, 3.795)
C (4.335, 0.241, 4.511)
O (4.099, 0.291, 5.903)
C (5.271, 0.271, 6.688)
H (-0.936, -1.404, 6.086)
H (-0.331, 0.168, 5.522)
H (-0.334, -1.223, 4.416)
H (0.996, -2.916, 4.758)
H (1.419, -3.135, 6.472)
H (3.327, -3.573, 5.169)
H (3.637, -2.075, 6.044)
H (2.279, -0.197, 4.024)
H (3.447, -0.427, 2.723)
H (4.307, 1.264, 4.109)
H (5.322, -0.185, 4.298)
H (5.955, -0.521, 6.364)
H (4.972, 0.073, 7.716)
H (5.796, 1.232, 6.652)

Cartesian forces (eV/Å) of the 2 atoms listed first:
0.58 0.01 -0.35
-0.03 0.18 0.45

No. 2
Here is a 4-piece molecular cluster, C34H65Br2F4N6O10S overall from OMol25. Energies are from the ωB97M-V functional and the def2-TZVPD basis.

- highest occupied orbital energy (eV) = -10.46
- F_max (Eh/bohr) = 0.03153
- net charge = +1
- orbital gap (Eh) = 0.28285
- M (g/mol) = 985.793
- calculated total energy (eV) = -227510.69904
- spin multiplicity = 1

Cartesian coordinates (Å):
C (-0.861, -1.308, 3.489)
C (0.277, -0.407, 3.960)
C (1.541, -1.188, 4.367)
C (2.760, -1.048, 3.432)
C (3.008, -2.263, 2.499)
C (3.721, -1.825, 1.229)
N (2.994, -0.977, 0.276)
C (1.581, -1.287, -0.022)
O (1.303, -0.771, -1.293)
C (0.106, -1.339, -1.832)
C (-1.157, -0.949, -1.071)
O (-2.285, -0.906, -1.895)
C (-2.487, 0.302, -2.612)
C (-3.959, 0.436, -2.926)
O (-4.722, 0.851, -1.822)
C (-5.171, 2.195, -1.859)
C (-4.155, 3.183, -1.313)
C (3.851, -0.948, -0.785)
N (4.036, 0.062, -1.575)
C (3.393, 1.364, -1.539)
O (3.469, 1.776, -2.864)
C (2.716, 2.944, -3.176)
C (1.790, 2.707, -4.362)
C (1.224, 1.291, -4.406)
N (4.633, -2.089, -0.959)
C (4.594, -2.587, -2.311)
Br (3.040, -3.498, -2.855)
C (5.573, -2.267, -3.185)
C (6.741, -1.377, -2.880)
Br (5.543, -2.829, -4.960)
C (4.638, -2.827, 0.317)
C (5.971, -2.792, 1.104)
C (7.091, -3.831, 0.960)
O (6.698, -5.151, 1.241)
C (7.816, -3.852, -0.370)
F (8.766, -4.783, -0.394)
F (8.413, -2.661, -0.580)
F (6.993, -4.070, -1.404)
S (3.814, -4.446, 0.269)
O (2.403, -4.245, 0.264)
O (4.483, -5.318, -0.637)
F (4.157, -4.842, 1.723)
H (-1.588, -0.772, 2.888)
H (-1.392, -1.713, 4.348)
H (-0.501, -2.156, 2.906)
H (0.529, 0.343, 3.211)
H (-0.080, 0.120, 4.842)
H (1.289, -2.244, 4.458)
H (1.847, -0.844, 5.352)
H (3.641, -0.940, 4.063)
H (2.683, -0.135, 2.844)
H (3.691, -2.922, 3.026)
H (2.071, -2.775, 2.306)
H (4.499, -1.165, 1.623)
H (0.956, -0.844, 0.756)
H (1.444, -2.367, -0.011)
H (0.028, -0.981, -2.856)
H (0.212, -2.425, -1.885)
H (-1.374, -1.691, -0.308)
H (-0.979, 0.009, -0.568)
H (-1.933, 0.264, -3.554)
H (-2.154, 1.156, -2.019)
H (-4.066, 1.134, -3.760)
H (-4.316, -0.540, -3.258)
H (-5.449, 2.493, -2.873)
H (-6.068, 2.253, -1.258)
H (-3.333, 3.374, -2.002)
H (-4.657, 4.135, -1.140)
H (-3.765, 2.844, -0.356)
H (4.735, -0.049, -2.297)
H (2.379, 1.292, -1.152)
H (3.985, 2.020, -0.890)
H (3.412, 3.751, -3.402)
H (2.137, 3.274, -2.311)
H (0.955, 3.402, -4.282)
H (2.292, 2.936, -5.299)
H (0.513, 1.205, -5.223)
H (0.678, 1.083, -3.484)
H (2.004, 0.547, -4.525)
H (7.618, -1.700, -3.428)
H (6.957, -1.368, -1.821)
H (6.531, -0.354, -3.202)
H (6.404, -1.816, 0.890)
H (5.727, -2.751, 2.162)
H (7.870, -3.527, 1.662)
H (6.892, -5.364, 2.153)
C (-10.561, 1.270, -1.344)
C (-9.097, 1.234, -0.981)
O (-8.400, 2.238, -0.981)
N (-8.561, 0.028, -0.652)
C (-9.223, -1.260, -0.597)
H (-10.840, 2.290, -1.581)
H (-10.761, 0.639, -2.210)
H (-11.178, 0.927, -0.513)
H (-7.578, 0.067, -0.431)
H (-9.162, -1.684, 0.407)
H (-8.760, -1.962, -1.293)
H (-10.270, -1.157, -0.861)
C (-13.176, 5.617, -0.400)
C (-13.111, 4.182, 0.071)
O (-13.381, 3.250, -0.667)
N (-12.734, 3.965, 1.359)
C (-12.375, 4.943, 2.368)
H (-13.488, 5.617, -1.439)
H (-13.895, 6.189, 0.188)
H (-12.200, 6.097, -0.322)
H (-12.713, 2.991, 1.613)
H (-11.354, 4.781, 2.715)
H (-13.045, 4.876, 3.226)
H (-12.441, 5.945, 1.959)
C (7.654, 1.618, 3.786)
C (7.656, 0.175, 3.345)
O (6.831, -0.249, 2.538)
N (8.600, -0.635, 3.869)
C (9.645, -0.303, 4.826)
H (6.843, 2.129, 3.279)
H (7.504, 1.695, 4.863)
H (8.596, 2.103, 3.530)
H (8.556, -1.584, 3.536)
H (10.628, -0.492, 4.396)
H (9.540, -0.904, 5.728)
H (9.584, 0.744, 5.100)

Cartesian forces (eV/Å) of the 2 atoms listed first:
0.01 -0.03 -0.08
0.04 -0.38 0.17

No. 3
Here is a 11-piece molecular cluster, C34H65F9N10O26PS overall from OMol25. Energies are from the ωB97M-V functional and the def2-TZVPD basis.

- highest occupied orbital energy (eV) = -5.94
- F_max (Eh/bohr) = 0.18504
- net charge = -1
- orbital gap (Eh) = 0.24921
- M (g/mol) = 1263.961
- calculated total energy (eV) = -148981.60041
- spin multiplicity = 1

Cartesian coordinates (Å):
C (-2.549, 1.632, 6.018)
O (-3.997, 2.009, 6.119)
C (-4.268, 2.641, 4.806)
C (-5.856, 2.987, 4.605)
C (-5.988, 3.879, 3.210)
C (-6.749, 3.092, 1.989)
C (-5.803, 1.789, 1.545)
C (-4.806, 2.328, 0.317)
C (-3.278, 1.807, 0.402)
P (-2.893, -0.001, -0.008)
C (-4.513, -0.453, -0.943)
C (-4.636, 0.167, -2.455)
C (-5.629, -0.670, -3.507)
C (-5.941, -0.207, -5.055)
C (-5.240, 1.171, -5.635)
C (-4.231, 2.018, -4.612)
C (-3.946, 1.524, -3.043)
S (-0.906, 0.004, 0.811)
O (-1.081, -0.275, 2.355)
O (0.024, -1.127, 0.220)
C (0.064, 1.588, 0.673)
F (-0.476, 2.727, 1.508)
F (1.384, 1.270, 1.348)
C (0.476, 2.061, -0.837)
F (1.404, 0.993, -1.369)
F (-0.636, 2.145, -1.810)
C (1.309, 3.465, -0.943)
F (2.461, 3.263, -1.900)
F (1.909, 3.957, 0.313)
C (0.430, 4.733, -1.564)
F (1.225, 5.983, -1.264)
F (-0.867, 4.915, -0.858)
F (0.327, 4.665, -3.040)
O (-2.491, -1.701, -0.352)
C (-2.749, -2.628, 0.801)
C (-3.847, -1.843, 1.734)
C (-4.070, -2.294, 3.299)
C (-2.733, -2.908, 4.033)
C (-3.081, -2.924, 5.667)
O (-1.807, -3.024, 6.456)
O (-3.468, -0.414, 1.622)
H (-2.031, 1.805, 7.077)
H (-2.400, 0.487, 5.749)
H (-1.961, 2.315, 5.249)
H (-3.688, 3.678, 4.695)
H (-3.802, 1.934, 3.994)
H (-6.453, 1.974, 4.403)
H (-6.366, 3.543, 5.501)
H (-6.644, 4.844, 3.458)
H (-4.909, 4.231, 2.897)
H (-7.794, 2.625, 2.282)
H (-6.907, 3.758, 1.034)
H (-5.216, 1.336, 2.449)
H (-6.570, 0.991, 1.118)
H (-4.773, 3.511, 0.487)
H (-5.365, 2.185, -0.699)
H (-2.612, 2.549, -0.243)
H (-2.919, 1.984, 1.528)
H (-2.223, 0.215, -1.301)
H (-5.499, -0.280, -0.291)
H (-4.512, -1.638, -1.109)
H (-6.195, -1.654, -3.138)
H (-6.693, -0.862, -5.711)
H (-5.481, 1.528, -6.742)
H (-3.706, 3.014, -4.972)
H (-3.237, 2.159, -2.363)
H (-3.126, -3.643, 0.350)
H (-1.780, -2.910, 1.406)
H (-4.887, -2.144, 1.253)
H (-4.912, -3.134, 3.280)
H (-4.501, -1.409, 3.950)
H (-2.573, -4.017, 3.650)
H (-1.763, -2.256, 3.910)
H (-3.655, -1.919, 5.956)
H (-3.788, -3.838, 5.941)
H (-1.020, -2.990, 5.836)
C (1.939, -3.799, -1.247)
N (1.744, -4.176, -2.673)
O (0.585, -4.375, -3.053)
O (2.761, -4.260, -3.372)
H (0.965, -3.762, -0.755)
H (2.574, -4.560, -0.789)
H (2.418, -2.818, -1.228)
C (4.882, 2.165, 0.267)
N (6.326, 1.848, 0.102)
O (7.138, 2.721, 0.431)
O (6.604, 0.732, -0.352)
H (4.785, 3.173, 0.674)
H (4.416, 2.100, -0.718)
H (4.459, 1.429, 0.955)
C (-2.947, -8.021, 3.940)
N (-3.757, -6.922, 3.348)
O (-4.894, -7.208, 2.952)
O (-3.230, -5.805, 3.297)
H (-3.533, -8.942, 3.921)
H (-2.043, -8.125, 3.337)
H (-2.708, -7.737, 4.968)
C (6.058, -6.085, -2.417)
N (5.345, -6.343, -1.137)
O (4.821, -7.454, -0.995)
O (5.332, -5.423, -0.311)
H (5.989, -6.976, -3.045)
H (5.572, -5.235, -2.899)
H (7.099, -5.863, -2.176)
C (5.898, -1.301, -2.995)
N (6.589, -1.145, -4.303)
O (7.757, -1.544, -4.378)
O (5.940, -0.625, -5.218)
H (6.584, -1.770, -2.287)
H (5.611, -0.305, -2.652)
H (5.022, -1.933, -3.158)
C (-3.177, 4.767, -7.222)
N (-4.370, 4.395, -8.028)
O (-4.492, 4.926, -9.138)
O (-5.151, 3.580, -7.524)
H (-2.581, 5.488, -7.786)
H (-3.533, 5.208, -6.289)
H (-2.605, 3.855, -7.038)
C (2.144, -4.736, 6.587)
N (0.951, -5.109, 5.781)
O (0.829, -4.578, 4.671)
O (0.169, -5.924, 6.286)
H (2.740, -4.016, 6.024)
H (1.788, -4.296, 7.521)
H (2.716, -5.649, 6.771)
C (0.544, 7.505, -4.565)
N (-0.237, 7.968, -5.744)
O (0.369, 8.077, -6.817)
O (-1.435, 8.210, -5.559)
H (1.578, 7.331, -4.872)
H (0.493, 8.289, -3.807)
H (0.087, 6.579, -4.210)
C (10.651, -3.393, -4.142)
N (10.818, -4.007, -2.797)
O (10.105, -4.981, -2.527)
O (11.661, -3.495, -2.051)
H (9.882, -3.942, -4.688)
H (10.352, -2.353, -3.995)
H (11.612, -3.460, -4.657)
C (10.025, 3.386, 1.407)
N (11.096, 4.068, 2.183)
O (11.178, 5.297, 2.075)
O (11.823, 3.351, 2.879)
H (9.466, 4.135, 0.843)
H (10.509, 2.677, 0.732)
H (9.375, 2.875, 2.121)

Cartesian forces (eV/Å) of the 2 atoms listed first:
0.99 -0.21 1.11
2.27 0.59 -2.35

No. 4
Here is a 6-piece molecular cluster, C34H65FN6O9 overall from OMol25. Energies are from the ωB97M-V functional and the def2-TZVPD basis.

- SMILES = COCCO[C@](F)(CCCCCCCCOC(C)=O)c1ccccn1.CNC(C)=O.CNC(C)=O.CNC(C)=O.CNC(C)=O.CNC(C)=O
- highest occupied orbital energy (eV) = -9.32
- F_max (Eh/bohr) = 0.03178
- orbital gap (Eh) = 0.36102
- M (g/mol) = 720.925
- calculated total energy (eV) = -66399.21330
- spin multiplicity = 1

Cartesian coordinates (Å):
C (7.172, 0.432, 2.145)
O (5.967, -0.045, 2.717)
C (4.813, 0.643, 2.295)
C (4.296, 0.220, 0.912)
O (4.652, -1.142, 0.715)
C (4.215, -1.748, -0.459)
F (3.162, -1.015, -1.016)
C (3.710, -3.138, -0.131)
C (2.415, -3.104, 0.703)
C (1.177, -3.317, -0.181)
C (-0.071, -3.821, 0.567)
C (-1.179, -2.771, 0.709)
C (-2.586, -3.378, 0.841)
C (-3.574, -2.763, -0.158)
C (-3.984, -1.357, 0.255)
O (-4.161, -0.561, -0.932)
C (-4.785, 0.618, -0.696)
C (-6.015, 0.848, -1.506)
O (-4.377, 1.397, 0.100)
C (5.294, -1.766, -1.538)
C (6.412, -0.950, -1.461)
C (7.317, -0.954, -2.512)
C (7.045, -1.780, -3.593)
C (5.905, -2.572, -3.560)
N (5.034, -2.589, -2.552)
H (6.979, 1.153, 1.350)
H (7.722, -0.414, 1.740)
H (7.779, 0.939, 2.896)
H (4.952, 1.724, 2.330)
H (4.040, 0.417, 3.024)
H (4.759, 0.837, 0.139)
H (3.219, 0.349, 0.911)
H (3.490, -3.657, -1.055)
H (4.515, -3.646, 0.394)
H (2.443, -3.896, 1.447)
H (2.325, -2.136, 1.191)
H (1.407, -4.013, -0.985)
H (0.920, -2.367, -0.647)
H (-0.498, -4.645, -0.005)
H (0.191, -4.237, 1.539)
H (-0.961, -2.136, 1.566)
H (-1.167, -2.151, -0.186)
H (-2.982, -3.216, 1.844)
H (-2.553, -4.446, 0.639)
H (-4.461, -3.383, -0.247)
H (-3.076, -2.683, -1.122)
H (-4.928, -1.396, 0.803)
H (-3.249, -0.887, 0.906)
H (-5.839, 1.664, -2.202)
H (-6.335, -0.032, -2.048)
H (-6.799, 1.169, -0.826)
H (6.567, -0.326, -0.597)
H (8.192, -0.324, -2.517)
H (7.695, -1.811, -4.454)
H (5.693, -3.226, -4.395)
C (1.147, -4.044, -4.167)
N (-0.037, -4.662, -3.598)
C (-1.315, -4.196, -3.590)
C (-1.569, -2.863, -4.254)
O (-2.208, -4.834, -3.059)
H (1.590, -4.700, -4.919)
H (1.887, -3.870, -3.383)
H (0.906, -3.094, -4.631)
H (0.068, -5.550, -3.134)
H (-2.625, -2.633, -4.160)
H (-0.990, -2.073, -3.774)
H (-1.308, -2.899, -5.313)
C (-10.083, 1.260, 3.003)
N (-10.096, 1.270, 1.551)
C (-9.329, 0.537, 0.696)
C (-8.320, -0.408, 1.310)
O (-9.450, 0.656, -0.510)
H (-11.066, 0.984, 3.388)
H (-9.836, 2.251, 3.390)
H (-9.352, 0.551, 3.373)
H (-10.744, 1.888, 1.083)
H (-7.793, -0.910, 0.504)
H (-7.598, 0.134, 1.923)
H (-8.815, -1.158, 1.928)
C (3.294, 3.830, -4.592)
N (4.735, 3.680, -4.528)
C (5.452, 2.712, -3.897)
C (4.683, 1.642, -3.160)
O (6.672, 2.718, -3.930)
H (2.954, 3.800, -5.629)
H (2.992, 4.785, -4.160)
H (2.805, 3.033, -4.044)
H (5.308, 4.362, -5.000)
H (5.407, 0.963, -2.724)
H (4.072, 2.074, -2.365)
H (4.037, 1.083, -3.839)
C (6.977, 1.233, 6.263)
N (5.818, 1.483, 5.429)
C (4.917, 2.496, 5.530)
C (5.129, 3.508, 6.633)
O (3.978, 2.579, 4.753)
H (7.888, 1.247, 5.661)
H (6.898, 0.254, 6.739)
H (7.063, 1.988, 7.036)
H (5.640, 0.839, 4.669)
H (4.334, 4.244, 6.576)
H (5.098, 3.029, 7.612)
H (6.088, 4.014, 6.517)
C (-6.974, 3.769, 1.429)
N (-8.326, 4.073, 0.998)
C (-8.770, 5.139, 0.283)
C (-7.746, 6.167, -0.141)
O (-9.953, 5.250, 0.005)
H (-6.643, 2.815, 1.012)
H (-6.928, 3.701, 2.518)
H (-6.286, 4.540, 1.103)
H (-9.059, 3.425, 1.238)
H (-8.258, 6.946, -0.696)
H (-7.260, 6.612, 0.728)
H (-6.986, 5.716, -0.780)

Cartesian forces (eV/Å) of the 2 atoms listed first:
-0.18 -0.01 -0.03
0.25 0.21 0.15